The following is a DFT calculation (wB97M-V/def2-TZVPD) of a molecular structure, C18H46N3O4PRuS2Si4Te.

```
80
Properties=species:S:1:pos:R:3:forces:R:3
Ru 0.2228 0.5152 0.2502 0.3 0.0 0.4
C -5.7925 1.6428 0.1974 0.0 0.0 0.0
C -4.9982 0.8229 -0.7862 0.0 0.0 0.0
O -3.7433 1.5181 -1.0705 0.0 0.2 0.2
P -2.3682 0.8182 -0.8262 0.0 -0.4 -0.2
S -0.7860 2.0003 -1.1596 -0.5 0.1 -0.4
S -1.9802 0.0658 0.9922 0.0 -0.2 0.0
O -2.4554 -0.3688 -1.9005 -0.1 0.2 0.1
C -1.4678 -1.3991 -1.9684 0.1 -0.1 0.0
C -1.3862 -1.8997 -3.3908 -0.1 0.0 0.0
H -6.7670 1.1810 0.3565 0.0 0.0 0.0
H -5.9472 2.6510 -0.1854 0.0 0.0 0.0
H -5.2771 1.7065 1.1554 0.0 0.0 0.0
H -5.5014 0.7152 -1.7448 0.0 0.0 0.0
H -4.7773 -0.1738 -0.3996 0.0 0.0 0.0
H -1.7306 -2.1843 -1.2583 0.0 0.0 0.0
H -0.4859 -0.9990 -1.6645 0.0 0.0 0.0
H -2.3678 -2.2237 -3.7342 0.0 0.0 0.0
H -0.7051 -2.7483 -3.4487 0.0 0.0 0.0
H -1.0334 -1.1124 -4.0564 0.0 0.0 0.0
N 3.4398 -2.9089 3.3184 0.0 0.0 0.0
C 2.1148 -2.3242 3.1677 0.0 0.0 -0.1
C 2.0280 -1.5991 1.8374 0.1 0.0 -0.1
O 3.1713 -1.4251 1.2226 0.0 0.1 0.0
O 0.9683 -1.1922 1.3940 -0.1 0.1 0.3
H 3.8100 -2.7978 4.2514 0.0 0.0 0.0
H 3.8361 -1.8901 1.7949 0.0 0.0 0.0
H 3.4510 -3.8949 3.0920 0.0 0.0 0.0
H 1.9479 -1.5547 3.9248 0.0 0.0 0.0
H 1.2796 -3.0221 3.2375 0.0 0.0 0.0
C -0.6921 4.3371 5.2843 0.1 0.0 0.0
Si 0.5447 5.1355 4.1180 0.0 0.2 -0.1
C 0.4935 7.0110 4.2488 0.1 -0.1 0.1
C 2.2804 4.5295 4.5157 -0.1 0.0 0.0
Si -0.0385 4.6031 1.8861 0.0 -0.2 -0.1
Te 0.8434 2.1800 2.0544 -0.1 -0.1 0.0
Si 1.3645 5.4882 0.2190 0.0 0.0 0.1
C 3.1621 5.3699 0.7669 -0.1 0.0 0.0
C 1.1249 4.4836 -1.3543 0.2 0.2 0.0
C 0.8952 7.2871 -0.0551 0.1 -0.1 -0.1
Si -2.3551 4.9806 1.5008 0.0 -0.1 0.1
C -3.3259 3.6813 2.4490 0.0 0.0 -0.1
C -2.8310 4.9885 -0.3139 0.1 0.0 0.1
C -2.7081 6.7043 2.1652 0.0 -0.1 0.1
H -0.3290 4.4017 6.3127 0.0 0.0 0.0
H -0.8461 3.2829 5.0469 0.0 0.0 0.0
H -1.6608 4.8377 5.2423 0.0 0.0 0.0
H 0.6833 7.3231 5.2791 0.0 0.0 0.0
H -0.4734 7.4170 3.9531 0.0 0.0 0.0
H 1.2602 7.4679 3.6203 0.0 0.0 0.0
H 2.5008 4.7010 5.5719 0.0 0.0 0.0
H 3.0311 5.0568 3.9249 0.0 0.0 0.0
H 2.3934 3.4613 4.3242 0.0 0.0 0.0
H 3.3964 4.3819 1.1691 0.0 0.0 0.0
H 3.3853 6.1026 1.5445 0.0 0.0 0.0
H 3.8315 5.5643 -0.0746 0.0 0.0 0.0
H 1.1965 3.4121 -1.1537 0.2 0.2 0.0
H 1.8953 4.7385 -2.0866 0.0 0.0 0.0
H 0.1511 4.6739 -1.8096 0.0 0.0 0.0
H 0.9484 7.8596 0.8724 0.0 0.0 0.0
H -0.1182 7.3771 -0.4510 0.0 0.0 0.0
H 1.5726 7.7551 -0.7735 0.0 0.0 0.0
H -3.0139 2.6744 2.1596 0.0 0.0 0.0
H -4.3937 3.7792 2.2362 0.0 0.0 0.0
H -3.1859 3.7801 3.5257 0.0 0.0 0.0
H -2.5024 4.0986 -0.8414 0.0 -0.1 -0.1
H -2.4119 5.8628 -0.8170 0.0 0.0 0.0
H -3.9190 5.0485 -0.4032 0.0 0.0 0.0
H -2.5496 6.7680 3.2425 0.0 0.0 0.0
H -3.7497 6.9709 1.9710 0.0 0.0 0.0
H -2.0789 7.4557 1.6847 0.0 0.0 0.0
N 3.2128 1.3327 -0.2864 0.0 0.0 0.1
C 4.1644 1.3773 -1.2304 0.0 0.0 0.0
C 3.6390 0.7986 -2.3637 0.0 0.0 0.0
C 2.3377 0.4337 -2.0061 0.1 0.0 0.1
N 2.0962 0.7572 -0.7372 -0.2 -0.1 -0.3
H 3.2089 1.7124 0.6511 0.0 0.0 0.0
H 5.1246 1.8210 -1.0320 0.0 0.0 0.0
H 4.1208 0.6686 -3.3154 0.0 0.0 0.0
H 1.5742 -0.0393 -2.6002 0.0 0.0 0.0
```
Forces are in eV/Å.

Summary:
- LUMO level (alpha / beta): -3.49 / -3.86 eV
- Molecular weight: 804.71 Da
- Orbital gap (alpha / beta): 0.242 / 0.231 Ha
- Net charge: +1
- 2S+1: 2

These are the Mulliken partial charges, in e, on atoms 1 to 4: number 1, Ru, carries 1.065; number 2, C, carries -1.040; number 3, C, carries -0.331; number 4, O, carries -0.249